[1]
56
Properties=species:S:1:pos:R:3:mulliken_charge:R:1 method="wB97M-V/def2-TZVPD" smiles="CC(=O)N(C[C@H](O)CO)c1c(I)c(C(=O)NCCO)c(I)c(C(=O)NC[C@H](O)CO)c1I" energy_ev=-64208.47504 lumo_ev=-0.26 orbital_gap_ev=8.90 e_homo_ev=-9.2 e_above_lowest_ev=0.0153 mol_weight_da=791.11 fmax_ev_per_a=0.8
C -0.437 0.926 3.781 -1.18
C 0.752 1.782 3.422 0.99
O 1.288 2.539 4.195 -0.66
N 1.221 1.630 2.139 0.96
C 0.644 0.772 1.187 -1.25
C 1.177 -0.501 0.974 -0.16
C 0.691 -1.337 -0.019 1.35
C -0.355 -0.896 -0.818 -0.15
C -0.953 0.340 -0.598 1.81
C -0.449 1.161 0.406 -0.51
I -1.319 3.042 0.764 0.16
C -2.030 0.816 -1.534 -0.67
O -1.793 0.988 -2.715 -0.70
N -3.221 1.045 -0.965 0.17
H -3.415 0.734 -0.026 0.31
C -4.337 1.591 -1.700 -1.29
H -4.860 2.294 -1.048 0.40
H -3.948 2.119 -2.572 0.48
C -5.328 0.512 -2.157 0.46
O -5.808 -0.129 -0.992 -0.58
H -6.441 -0.810 -1.244 0.33
C -4.675 -0.507 -3.118 -0.68
O -4.049 0.090 -4.213 -0.60
H -3.198 0.467 -3.927 0.47
H -5.457 -1.157 -3.525 0.44
H -3.981 -1.136 -2.542 0.15
H -6.147 1.024 -2.685 0.32
I -1.032 -2.162 -2.364 -0.02
C 1.212 -2.747 -0.137 -1.01
O 0.741 -3.636 0.542 -0.78
N 2.209 -2.892 -1.023 0.08
H 2.494 -2.096 -1.570 0.31
C 2.895 -4.155 -1.251 -0.69
H 3.348 -4.489 -0.312 0.28
H 3.681 -3.968 -1.981 0.46
C 1.955 -5.270 -1.750 -0.34
O 1.415 -6.029 -0.711 -0.60
H 0.992 -5.420 -0.081 0.47
H 1.164 -4.821 -2.372 0.12
H 2.524 -5.969 -2.367 0.36
I 2.746 -1.196 2.208 0.10
C 2.449 2.311 1.761 -1.03
H 2.939 2.608 2.690 0.58
H 3.098 1.631 1.203 0.22
C 2.193 3.557 0.897 0.10
O 1.588 3.208 -0.324 -0.41
H 2.294 2.928 -0.921 0.39
C 3.515 4.286 0.637 -0.77
O 4.309 3.431 -0.167 -0.55
H 5.155 3.856 -0.338 0.33
H 3.309 5.225 0.107 0.34
H 4.010 4.511 1.588 0.40
H 1.502 4.225 1.418 0.35
H -0.563 0.952 4.860 0.36
H -0.299 -0.103 3.457 0.32
H -1.340 1.322 3.321 0.25

***

[2]
55
Properties=species:S:1:pos:R:3:mulliken_charge:R:1 method="wB97M-V/def2-TZVPD" energy_ev=-104501.33315 lumo_ev=-1.40 orbital_gap_ev=5.34 e_homo_ev=-6.7 e_above_lowest_ev=1.1457 mol_weight_da=650.94 fmax_ev_per_a=0.3
Cu -0.014 1.180 -2.954 -0.13
F -0.774 2.341 2.463 -0.40
C -1.019 1.223 1.727 0.64
C -1.704 1.297 0.556 -0.73
C -1.866 0.145 -0.214 0.14
C -2.252 0.355 -1.631 0.18
O -2.531 1.478 -2.038 -0.77
C -2.160 -0.833 -2.448 0.27
C -1.935 -2.025 -1.867 -0.15
N -1.625 -2.221 -0.542 0.17
C -1.538 -3.603 -0.122 -0.07
C -1.646 -4.092 1.285 -0.58
C -0.344 -4.240 0.524 -0.57
C -1.431 -1.101 0.255 0.59
C -0.683 -1.128 1.443 0.24
C -0.443 0.026 2.150 -2.02
N 0.568 0.019 3.171 0.37
C 0.209 0.541 4.483 -0.48
C 1.178 -0.108 5.484 -0.89
N 2.424 -0.485 4.725 -0.13
C 2.838 0.621 3.796 -0.88
C 1.788 0.675 2.680 -0.21
C -2.116 -0.754 -3.964 0.09
O -2.732 -1.575 -4.632 -0.70
O -1.329 0.163 -4.369 -0.63
H -2.039 2.239 0.143 0.54
H -1.948 -2.919 -2.478 0.36
H -2.044 -4.221 -0.848 0.50
H -2.247 -4.975 1.447 0.28
H -1.697 -3.373 2.088 0.21
H -0.057 -5.222 0.176 0.31
H 0.489 -3.606 0.791 0.15
H -0.177 -2.018 1.777 0.40
H -0.811 0.255 4.727 0.48
H 0.269 1.633 4.534 0.39
H 0.779 -1.029 5.905 0.41
H 1.473 0.562 6.288 0.37
H 2.178 -1.287 4.140 0.40
H 3.174 -0.749 5.360 0.32
H 3.835 0.410 3.420 0.40
H 2.870 1.530 4.396 0.36
H 2.126 0.147 1.788 0.37
H 1.621 1.718 2.394 0.35
O 2.758 2.609 -1.661 -0.57
S 2.147 1.543 -0.857 0.12
N 0.926 0.829 -1.263 -0.01
I 2.127 5.282 -7.127 0.08
C 1.109 3.791 -6.136 -0.74
C 0.131 2.968 -6.659 -0.06
N -0.250 2.155 -5.668 0.16
N 0.422 2.399 -4.539 -0.08
C 1.259 3.391 -4.801 -0.24
H -0.297 2.915 -7.645 0.47
H -0.912 1.370 -5.622 0.35
H 1.924 3.752 -4.033 0.54

***

[3]
123
Properties=species:S:1:pos:R:3:mulliken_charge:R:1 method="wB97M-V/def2-TZVPD" energy_ev=-120313.58082 charge=-2 lumo_ev=4.07 orbital_gap_ev=6.03 e_homo_ev=-2.0 e_above_lowest_ev=0.0801 mol_weight_da=961.14 fmax_ev_per_a=0.2
Ca -0.637 -1.237 -0.875 2.20
C 1.736 -2.513 3.198 -1.70
Si 1.294 -1.341 1.720 0.44
C 0.712 0.218 2.726 0.11
C 1.625 0.972 3.466 -0.04
C 1.253 2.107 4.173 -0.82
C -0.072 2.516 4.159 -0.93
C -1.010 1.774 3.453 -0.68
C -0.638 0.633 2.742 0.65
P -1.860 -0.418 1.843 0.55
C -3.469 0.482 2.061 0.10
C -4.649 -0.431 1.701 -0.63
C -5.983 0.299 1.851 -0.91
C -6.024 1.578 1.020 -0.74
C -4.841 2.482 1.355 -1.08
C -3.525 1.731 1.172 -0.09
C -1.967 -1.798 3.084 2.18
C -2.623 -1.436 4.416 -1.08
C -2.323 -2.520 5.465 -0.90
C -2.255 -3.925 4.839 -0.63
C -3.131 -3.998 3.592 -1.03
C -2.543 -3.104 2.495 -0.92
C 3.114 -0.831 1.172 1.37
C 4.200 -1.157 2.000 -0.55
C 5.522 -0.992 1.616 -0.97
C 5.812 -0.494 0.354 -1.20
C 4.767 -0.145 -0.485 -0.83
C 3.430 -0.289 -0.098 -0.08
P 2.035 0.327 -1.131 0.80
C 2.301 -0.113 -2.937 2.73
C 3.698 -0.351 -3.514 -1.06
C 3.616 -0.796 -4.974 -0.87
C 2.875 0.235 -5.821 -1.00
C 1.473 0.465 -5.268 -0.39
C 1.516 0.888 -3.801 -0.89
C 2.235 2.175 -1.072 -0.08
C 1.863 2.718 0.328 0.33
C 3.108 3.134 1.106 -0.49
C 3.810 4.312 0.412 -0.86
C 3.655 4.236 -1.116 -1.15
C 3.564 2.775 -1.554 -0.09
H 2.412 -3.307 2.866 0.46
H 0.834 -3.010 3.567 0.03
H 2.198 -2.000 4.050 0.45
H 2.670 0.676 3.466 0.36
H 1.995 2.679 4.720 0.39
H -0.379 3.408 4.692 0.39
H -2.041 2.102 3.462 0.36
H -3.586 0.784 3.110 0.65
H -4.654 -1.329 2.322 -0.01
H -4.529 -0.770 0.665 0.20
H -6.131 0.553 2.909 0.28
H -6.802 -0.369 1.570 0.41
H -6.969 2.106 1.178 0.45
H -5.978 1.317 -0.042 0.29
H -4.925 2.820 2.396 0.37
H -4.843 3.375 0.728 0.35
H -2.679 2.395 1.361 0.53
H -3.435 1.416 0.129 -0.43
H -0.911 -1.978 3.304 -1.28
H -3.705 -1.338 4.284 0.37
H -2.263 -0.467 4.769 0.17
H -3.096 -2.496 6.241 0.47
H -1.375 -2.292 5.960 0.26
H -2.539 -4.681 5.575 0.47
H -1.225 -4.149 4.544 0.17
H -4.148 -3.675 3.850 0.33
H -3.210 -5.021 3.220 0.53
H -3.289 -2.910 1.723 0.41
H -1.749 -3.639 1.974 0.22
H 4.007 -1.565 2.984 0.24
H 6.322 -1.260 2.298 0.36
H 6.838 -0.370 0.026 0.40
H 5.006 0.255 -1.459 0.38
H 1.754 -1.062 -3.013 -0.93
H 4.225 -1.108 -2.929 0.45
H 4.289 0.571 -3.458 0.19
H 3.078 -1.750 -5.028 0.34
H 4.622 -0.972 -5.367 0.42
H 2.823 -0.091 -6.864 0.44
H 3.435 1.178 -5.809 0.33
H 0.898 -0.458 -5.366 -0.15
H 0.949 1.229 -5.847 0.54
H 0.496 0.989 -3.418 -0.33
H 1.980 1.877 -3.740 0.37
H 1.461 2.517 -1.763 0.03
H 1.284 1.985 0.890 -0.90
H 1.211 3.590 0.207 0.64
H 3.784 2.276 1.178 0.05
H 2.839 3.399 2.130 0.32
H 4.872 4.313 0.682 0.36
H 3.394 5.257 0.774 0.39
H 4.491 4.738 -1.610 0.48
H 2.748 4.753 -1.437 0.25
H 4.411 2.235 -1.126 0.05
H 3.646 2.687 -2.640 0.35
N 1.107 -3.079 -1.374 -0.30
C 0.433 -4.386 -1.380 -0.54
C -0.888 -4.401 -0.582 0.35
O -1.235 -5.486 -0.107 -0.84
O -1.519 -3.301 -0.525 -0.81
H 1.810 -3.043 -2.102 0.11
H 1.569 -2.927 -0.480 -0.09
H 1.061 -5.197 -1.002 0.40
H 0.167 -4.621 -2.414 0.27
F -3.493 0.101 -2.637 -0.26
C -2.804 -0.575 -3.603 0.05
C -1.609 -1.183 -3.298 0.07
C -1.051 -1.857 -4.355 -0.37
F 0.140 -2.528 -4.201 -0.47
C -1.587 -1.926 -5.630 0.16
F -0.978 -2.594 -6.634 -0.40
C -2.784 -1.282 -5.877 1.00
F -3.340 -1.324 -7.103 -0.36
C -3.407 -0.597 -4.850 -0.36
F -4.581 0.019 -5.092 -0.35
N -1.074 1.288 -1.086 0.26
C -1.186 2.423 -1.278 0.11
C -1.322 3.801 -1.502 0.23
C -2.431 4.504 -0.989 0.13
N -3.339 5.089 -0.574 -0.76
C -0.330 4.479 -2.240 0.06
N 0.491 5.024 -2.847 -0.78

***

[4]
90
Properties=species:S:1:pos:R:3:mulliken_charge:R:1 method="wB97M-V/def2-TZVPD" energy_ev=-159252.21427 lumo_ev=-1.17 orbital_gap_ev=5.08 e_homo_ev=-6.2 e_above_lowest_ev=0.0000 mol_weight_da=875.88 fmax_ev_per_a=3.9
C 6.538 -1.871 2.087 -1.37
C 5.362 -0.967 2.495 -0.13
O 5.219 0.167 1.621 -0.36
P 4.464 1.431 2.317 1.11
O 5.251 1.840 3.480 -0.88
C 2.839 0.860 2.947 -1.08
C 1.615 1.332 2.075 -0.74
C 1.817 0.939 0.584 -1.16
C 0.525 0.896 -0.304 1.16
C 0.433 2.298 -1.011 -0.15
C 0.409 3.477 -0.022 -0.73
O 1.392 4.005 0.238 -0.34
Br -1.234 4.150 0.782 -0.09
N -0.721 0.684 0.508 0.54
C -1.818 0.151 -0.353 -0.73
C -3.204 0.141 0.329 -1.54
C -3.611 1.466 1.026 -0.25
C -4.979 1.195 1.758 -0.86
O -6.079 1.631 0.989 -0.32
C -6.538 2.891 1.477 -0.69
C -1.420 -1.338 -0.678 -0.52
C -2.350 -1.814 -1.852 -1.14
C -3.158 -3.103 -1.561 -0.81
C -2.356 -4.222 -0.829 -0.86
I -5.001 -2.780 -0.483 0.16
N 0.004 -1.505 -1.068 0.84
C 0.763 -2.387 -0.170 -0.20
C 1.316 -3.594 -1.002 0.18
O 1.511 -4.608 -0.499 -0.41
Cl 1.618 -3.413 -2.766 -0.18
C 0.705 -0.252 -1.377 -1.56
C 0.351 0.140 -2.846 -1.72
C 1.576 0.706 -3.640 -0.06
O 2.233 -0.323 -4.340 -0.64
C 1.071 1.709 -4.697 0.69
F 2.068 2.315 -5.322 -0.30
F 0.311 2.672 -4.158 -0.24
F 0.369 1.073 -5.629 -0.29
O 4.329 2.698 1.330 -0.22
C 5.382 2.791 0.337 -0.28
C 4.818 3.683 -0.811 -0.77
H 7.493 -1.339 2.028 0.37
H 6.644 -2.601 2.907 0.38
H 6.286 -2.449 1.189 0.30
H 5.510 -0.696 3.549 0.38
H 4.452 -1.583 2.391 0.16
H 2.768 -0.239 2.962 0.46
H 2.653 1.200 3.972 0.54
H 1.563 2.423 2.198 0.48
H 0.725 0.898 2.559 0.38
H 2.461 1.719 0.150 -0.37
H 2.409 0.013 0.563 1.14
H -0.470 2.380 -1.632 0.93
H 1.343 2.430 -1.600 0.21
H -0.976 1.494 1.087 0.50
H -0.495 -0.072 1.168 0.62
H -1.917 0.760 -1.261 -0.11
H -3.933 -0.018 -0.476 0.45
H -3.301 -0.706 1.025 0.73
H -2.867 1.818 1.759 0.30
H -3.789 2.199 0.223 0.41
H -5.094 0.106 1.882 0.46
H -4.922 1.633 2.766 0.46
H -6.706 2.882 2.566 0.30
H -7.491 3.142 1.000 0.26
H -5.769 3.653 1.242 0.24
H -1.692 -1.902 0.230 1.09
H -1.693 -2.019 -2.713 0.21
H -3.051 -1.026 -2.169 0.61
H -3.446 -3.519 -2.535 0.69
H -2.813 -4.370 0.161 0.36
H -2.395 -5.197 -1.327 0.33
H -1.300 -3.980 -0.640 0.00
H 0.165 -2.856 0.619 0.62
H 1.656 -1.927 0.279 0.11
H 1.779 -0.490 -1.390 1.21
H 0.111 -0.808 -3.350 0.83
H -0.544 0.764 -2.953 0.09
H 2.335 1.140 -2.978 0.05
H 1.584 -0.886 -4.785 0.48
H 5.641 1.830 -0.122 0.27
H 6.248 3.315 0.759 0.38
H 4.108 4.415 -0.406 0.24
H 5.629 4.136 -1.391 0.42
H 4.240 3.005 -1.463 -0.06
C -7.144 -4.595 2.557 0.67
O -6.939 -3.520 1.923 -0.72
O -6.788 -5.720 1.804 -0.52
O -7.585 -4.787 3.682 -0.69
H -6.503 -5.215 1.029 0.29